DFT (ωB97M-V/def2-TZVPD) results for a molecular structure, C25H26HgNO5S at a distorted geometry.

Its HOMO-LUMO gap (alpha / beta) is 1.91 / 4.60 eV. The calculation puts the LUMO energy (alpha / beta) at 3.5 / 3.5 eV. As for the total charge: -2. The expectation value of S² is 0.77. The largest force on an atom is 1.87 eV/Å. The spin multiplicity is 2. For the energy above the lowest of the compared OMol25 structures with the same formula, charge and spin, the calculation gives 1.282 eV. The HOMO energy (alpha / beta) comes out at 1.539 / -1.145 eV.

Element x y z (Å)
1 Hg -0.313083 1.396564 1.760503
2 O -0.710783 1.456572 4.528708
3 C -0.857078 0.511961 5.302514
4 C -0.398042 -0.838190 5.239744
5 C -0.720338 -1.657373 6.330405
6 C -0.342037 -2.992695 6.408151
7 C 0.429949 -3.532537 5.353633
8 C 0.763359 -2.766290 4.287789
9 C 0.357115 -1.387556 4.133838
10 O 0.688327 -0.771049 3.093490
11 N -0.717279 -3.774218 7.488940
12 O -0.374895 -4.989135 7.521118
13 O -1.396724 -3.256376 8.418320
14 H -1.428495 0.714211 6.241481
15 H -1.294661 -1.248366 7.149937
16 H 0.743997 -4.565676 5.427419
17 H 1.356368 -3.179223 3.479172
18 C -3.477075 2.571880 0.554607
19 C -2.842112 1.395101 -0.200221
20 C -4.014207 0.521505 -0.692687
21 C -2.053484 0.480493 0.748880
22 C -1.972197 1.850995 -1.354130
23 C -1.433221 3.137769 -1.405497
24 C -0.551818 3.513948 -2.402160
25 C -0.184730 2.620369 -3.391024
26 C -0.721334 1.345859 -3.370710
27 C -1.598355 0.972166 -2.372328
28 H -4.155574 2.186502 1.312036
29 H -4.035139 3.221201 -0.121541
30 H -2.723266 3.156220 1.074788
31 H -4.642782 0.256401 0.155083
32 H -3.673598 -0.404340 -1.143138
33 H -4.605436 1.072530 -1.423215
34 H -1.467980 -0.201805 0.088225
35 H -1.675570 3.865925 -0.647622
36 H -0.146052 4.516734 -2.398849
37 H 0.523014 2.903291 -4.158737
38 H -0.444195 0.635820 -4.139076
39 H -1.980503 -0.038650 -2.384296
40 C 3.420060 -0.564961 -6.493168
41 C 2.983552 -0.437424 -5.062002
42 C 3.427984 0.630170 -4.265443
43 C 2.995119 0.777360 -2.971107
44 C 2.111172 -0.147482 -2.411788
45 C 1.643084 -1.206504 -3.205199
46 C 2.080293 -1.348000 -4.500052
47 S 1.350658 0.191486 -0.818183
48 C 2.246501 -1.111907 0.147570
49 O 1.955905 1.460465 -0.372871
50 H 4.339979 -0.007642 -6.668406
51 H 2.657335 -0.169826 -7.170358
52 H 3.588184 -1.608148 -6.761636
53 H 4.121281 1.348170 -4.687516
54 H 3.310933 1.607858 -2.355383
55 H 0.928248 -1.901027 -2.786483
56 H 1.719375 -2.172598 -5.106010
57 H 3.312709 -0.904718 0.122585
58 H 2.029430 -2.078831 -0.294513
59 H 1.868111 -1.056980 1.166412

Cartesian forces (eV/Å) of the 3 atoms listed first:
Hg -0.61 -0.69 0.77
O 0.14 0.31 -0.54
C -0.08 -0.04 0.37

Results of the Mulliken charge analysis, in e, for atoms 1 through 8: 0.75, -0.57, -0.25, 0.92, -0.60, -0.50, -0.43, -0.36

---

DFT (ωB97M-V/def2-TZVPD) results for C25H26N6O4 in the gas phase at a distorted geometry.

Its HOMO-LUMO gap is 7.35 eV. The calculation puts the LUMO energy at -0.3 eV. As for the total charge: 0. As for the structure (SMILES): NC(=O)C[C@H](NC(=O)c1ccccc1)c1ccc(N2CCN(c3ccccn3)CC2)c([N+](=O)[O-])c1. The largest force on an atom is 1.44 eV/Å. The spin multiplicity is 1. For the energy above the lowest of the compared OMol25 structures with the same formula, charge and spin, the calculation gives 0.000 eV. The HOMO energy comes out at -7.680 eV.

Element x y z (Å)
1 N 3.873574 0.196011 3.185127
2 C 4.340427 -0.523770 2.146948
3 O 5.090127 -0.048919 1.316070
4 C 3.870440 -1.965991 2.074919
5 C 2.947447 -2.175741 0.857626
6 N 3.620114 -1.731083 -0.342104
7 C 3.145393 -2.051911 -1.565862
8 O 2.186587 -2.790035 -1.717041
9 C 3.905532 -1.470617 -2.709460
10 C 4.580071 -0.255628 -2.630048
11 C 5.254696 0.232571 -3.735115
12 C 5.266462 -0.482676 -4.921309
13 C 4.586895 -1.686633 -5.009255
14 C 3.904077 -2.173531 -3.910958
15 C 1.622086 -1.468271 1.035697
16 C 0.453109 -2.194117 1.281299
17 C -0.766250 -1.572740 1.379191
18 C -0.902029 -0.175573 1.255025
19 N -2.121899 0.422849 1.226956
20 C -3.296204 -0.166044 1.821939
21 C -4.250077 -0.706474 0.742197
22 N -4.608512 0.370266 -0.146734
23 C -5.725767 1.148425 0.023469
24 C -6.870052 0.708450 0.710599
25 C -7.969211 1.537684 0.765713
26 C -7.927563 2.780565 0.145326
27 C -6.761297 3.121722 -0.513307
28 N -5.697344 2.343213 -0.573077
29 C -3.436024 0.954536 -0.755407
30 C -2.448057 1.484834 0.300771
31 C 0.305349 0.558889 1.142351
32 N 0.374612 1.959672 1.380791
33 O 1.422440 2.533773 1.129147
34 O -0.580446 2.511948 1.906476
35 C 1.527178 -0.097138 0.968025
36 H 4.102331 1.176892 3.228627
37 H 3.191556 -0.163050 3.828297
38 H 4.751929 -2.597234 1.949526
39 H 3.345307 -2.259268 2.983386
40 H 2.740677 -3.248900 0.744758
41 H 4.387723 -1.081987 -0.221140
42 H 4.568194 0.327941 -1.721132
43 H 5.773163 1.177798 -3.669880
44 H 5.799591 -0.097890 -5.778405
45 H 4.587797 -2.242972 -5.935100
46 H 3.359625 -3.104704 -3.960452
47 H 0.505455 -3.270181 1.351811
48 H -1.648056 -2.180779 1.503022
49 H -3.013638 -0.943742 2.530255
50 H -3.817236 0.627973 2.371837
51 H -5.129258 -1.149163 1.204932
52 H -3.741391 -1.478158 0.153326
53 H -6.911146 -0.260531 1.181165
54 H -8.858770 1.216963 1.289164
55 H -8.770432 3.451508 0.173418
56 H -6.658535 4.072188 -1.021477
57 H -3.756864 1.773432 -1.397196
58 H -2.941284 0.181337 -1.353277
59 H -1.557069 1.831453 -0.218249
60 H -2.890066 2.325916 0.842826
61 H 2.400772 0.517167 0.810758

Cartesian forces (eV/Å) of the 3 atoms listed first:
N -0.02 0.30 0.29
C -0.18 -0.40 0.51
O 0.28 0.21 -0.39

Results of the Mulliken charge analysis, in e, for atoms 1 through 8: -0.33, 0.38, -0.67, -1.06, -0.60, -0.04, 0.30, -0.68

---

DFT (ωB97M-V/def2-TZVPD) results for 2 unconnected molecules or ions with the total composition C25H26N6O6 at a distorted geometry.

Its HOMO-LUMO gap is 6.53 eV. The calculation puts the LUMO energy at -2.0 eV. As for the total charge: 0. As for the structure (SMILES): C=C[C@H]1CN2CC[C@H]1C[C@@H]2[C@@H](O)c1ccnc2ccc(OC)cc12.O=[N+]([O-])c1cnc2no[n+]([O-])c2c1. The largest force on an atom is 5.66 eV/Å. The spin multiplicity is 1. The HOMO energy comes out at -8.490 eV.

Element x y z (Å)
1 C 3.272007 3.892191 2.254623
2 C 2.179187 4.085475 1.544767
3 C 2.159840 4.026136 0.048266
4 C 1.899632 2.587788 -0.476538
5 N 0.741370 2.573343 -1.405820
6 C 0.992815 3.455566 -2.592430
7 C 1.240882 4.907403 -2.130151
8 C 1.095299 4.978232 -0.588365
9 C -0.321968 4.486601 -0.213354
10 C -0.503894 3.034709 -0.705361
11 C -0.935703 2.098838 0.447591
12 O -2.129046 2.601354 1.048542
13 C -1.094723 0.656006 0.026808
14 C -1.680064 0.348825 -1.162926
15 C -1.866455 -0.976452 -1.538594
16 N -1.516886 -2.013725 -0.831563
17 C -0.970692 -1.747477 0.381719
18 C -0.635013 -2.836878 1.214286
19 C -0.113187 -2.644064 2.451842
20 C 0.108969 -1.345454 2.963235
21 O 0.646071 -1.258219 4.250506
22 C 0.921447 0.048102 4.694814
23 C -0.221612 -0.266247 2.167474
24 C -0.747554 -0.432135 0.869919
25 H 3.262665 3.913833 3.327311
26 H 4.213272 3.707271 1.776449
27 H 1.242195 4.242181 2.049826
28 H 3.147242 4.356824 -0.311578
29 H 1.707706 1.900132 0.349884
30 H 2.772671 2.185540 -0.999517
31 H 0.128812 3.389505 -3.261296
32 H 1.844545 3.057051 -3.153110
33 H 0.537300 5.597521 -2.610991
34 H 2.242832 5.241447 -2.424495
35 H 1.249783 6.007503 -0.225563
36 H -1.084077 5.143916 -0.647686
37 H -0.480733 4.528568 0.867922
38 H -1.304903 3.017906 -1.455148
39 H -0.154490 2.163257 1.216213
40 H -2.504637 1.931206 1.660641
41 H -2.011115 1.134821 -1.817962
42 H -2.345696 -1.182694 -2.482869
43 H -0.822225 -3.831768 0.848642
44 H 0.132295 -3.481186 3.081117
45 H 1.382896 -0.013312 5.681190
46 H 1.615551 0.535476 4.009366
47 H -0.004088 0.619356 4.773129
48 H -0.100458 0.721331 2.564711
49 O -3.989427 -4.033555 -1.971275
50 N -3.723116 -5.132995 -1.472016
51 O -4.586513 -5.888779 -1.008180
52 C -2.342296 -5.568874 -1.444183
53 C -1.993622 -6.735211 -0.736376
54 N -0.805769 -7.267278 -0.658997
55 C 0.142333 -6.604806 -1.366837
56 N 1.447636 -6.924744 -1.483544
57 O 2.071024 -6.060055 -2.262897
58 N 1.124252 -5.179508 -2.642768
59 O 1.318895 -4.210460 -3.416395
60 C -0.115493 -5.451734 -2.095100
61 C -1.377299 -4.888282 -2.136701
62 H -2.784946 -7.249783 -0.211218
63 H -1.573737 -3.949545 -2.628996

Cartesian forces (eV/Å) of the 3 atoms listed first:
C 0.03 0.04 0.24
C 0.02 -0.09 -0.40
C 0.03 0.63 -0.33

Results of the Mulliken charge analysis, in e, for atoms 1 through 8: -0.98, -0.42, 0.41, -0.98, -0.13, -0.74, -0.99, -0.09

---

DFT (ωB97M-V/def2-TZVPD) results for a molecular structure, C25H26N9O2PbS2 at a distorted geometry.

Its HOMO-LUMO gap is 5.26 eV. The calculation puts the LUMO energy at -5.3 eV. As for the total charge: +1. The largest force on an atom is 1.33 eV/Å. The spin multiplicity is 1. For the energy above the lowest of the compared OMol25 structures with the same formula, charge and spin, the calculation gives 0.000 eV. The HOMO energy comes out at -10.556 eV.

Element x y z (Å)
1 Pb -0.160741 0.926476 -0.755906
2 O -4.260310 -0.630701 3.169146
3 C -4.898078 -0.719890 1.992123
4 C -6.192511 -1.237595 2.021532
5 C -6.926491 -1.360651 0.861549
6 C -6.391671 -0.965480 -0.367972
7 C -5.117861 -0.460373 -0.409132
8 C -4.340427 -0.332333 0.755581
9 C -2.986799 0.202952 0.584382
10 O -2.536787 0.466133 -0.560514
11 N -2.259245 0.398550 1.724385
12 N -1.115400 1.017464 1.532887
13 C -0.442991 1.568915 2.463398
14 C 0.765686 2.328507 2.146807
15 C 1.416907 3.073661 3.112595
16 C 2.513196 3.836821 2.742998
17 C 2.925094 3.832385 1.418855
18 C 2.221208 3.057026 0.515945
19 N 1.165798 2.319034 0.879766
20 H -3.382851 -0.229785 2.995378
21 H -6.598777 -1.528179 2.983631
22 H -7.932361 -1.763087 0.910919
23 H -6.977900 -1.051655 -1.275385
24 H -4.678506 -0.141052 -1.345406
25 H -0.806544 1.562182 3.488212
26 H 1.057982 3.060667 4.135959
27 H 3.036826 4.434597 3.479531
28 H 3.772276 4.417960 1.084610
29 H 2.502763 3.018214 -0.532082
30 S -0.696329 3.280887 -1.722844
31 C -0.634876 2.442545 -3.239128
32 C -0.825980 3.057051 -4.476373
33 C -0.709270 2.285019 -5.618244
34 C -0.404737 0.929023 -5.523024
35 C -0.236039 0.391648 -4.270523
36 N -0.362228 1.142314 -3.162761
37 H -1.049538 4.113773 -4.520503
38 H -0.850160 2.745010 -6.589418
39 H -0.293869 0.309258 -6.402600
40 H 0.008037 -0.655463 -4.118485
41 N 2.023730 0.624756 -1.320301
42 C 3.059804 0.392549 -0.788738
43 N 4.216479 0.343913 -0.268428
44 C 4.811012 -0.655189 0.370955
45 N 5.315555 -1.526243 0.953210
46 C 2.628573 -4.381697 -1.839813
47 C 2.623185 -2.874205 -1.617951
48 N 2.321304 -2.549091 -0.209107
49 C 1.181829 -2.112589 0.281342
50 S -0.181665 -1.732395 -0.749363
51 N 1.009868 -1.992106 1.594943
52 C 2.043542 -2.079755 2.643447
53 C 2.554045 -0.704238 3.052002
54 H 2.894522 -4.606694 -2.874598
55 H 1.640815 -4.803172 -1.635160
56 H 3.359480 -4.862954 -1.186344
57 H 1.882805 -2.391138 -2.238654
58 H 3.603348 -2.458453 -1.845417
59 H 3.077373 -2.753297 0.434986
60 H 0.098754 -1.659004 1.874065
61 H 2.869923 -2.696249 2.295970
62 H 1.594162 -2.583753 3.495276
63 H 2.960183 -0.166777 2.189676
64 H 3.349606 -0.804758 3.793918
65 H 1.745246 -0.109303 3.484173

Cartesian forces (eV/Å) of the 3 atoms listed first:
Pb -0.74 0.54 0.35
O 0.25 0.07 -0.06
C 0.05 0.04 -0.14

Results of the Mulliken charge analysis, in e, for atoms 1 through 8: 1.41, -0.65, 0.56, -0.67, -0.32, -0.78, -0.62, 0.29